{"formula": "C5H6O", "method": "ωB97M-V/def2-TZVPD", "symbols": ["O", "C", "C", "C", "C", "C", "H", "H", "H", "H", "H", "H"], "coordinates": [[-1.9867, -1.8543, 0.1491], [-1.0714, -1.0231, 0.0239], [-1.7523, 0.0714, -0.5505], [0.7364, 1.2122, -0.2390], [1.1852, -0.1620, 0.1647], [0.3535, -1.2003, 0.3045], [-2.2378, 0.7105, 0.2000], [-0.1636, 1.1726, -0.8803], [1.5045, 1.7395, -0.8102], [0.5036, 1.8180, 0.6455], [2.2460, -0.2989, 0.3684], [0.6824, -2.1854, 0.6240]], "atomic_forces_ev_per_a": [[0.120, 0.147, -0.018], [-0.056, 0.093, -0.029], [-0.004, -0.170, 0.121], [0.012, -0.008, 0.020], [-0.113, -0.102, 0.028], [0.089, 0.145, -0.036], [0.041, -0.127, -0.028], [0.107, 0.040, 0.053], [-0.053, -0.078, 0.086], [0.050, -0.086, -0.133], [-0.149, 0.002, -0.021], [-0.042, 0.144, -0.043]], "relative_energy_kj_mol": 393.3, "total_energy_ev": -7325.20816, "homo_energy_ev": -9.35, "charge": 0, "orbital_gap_ev": 9.120}

---

{"formula": "C5H6O", "method": "ωB97M-V/def2-TZVPD", "symbols": ["C", "C", "C", "O", "C", "C", "H", "H", "H", "H", "H", "H"], "coordinates": [[0.3664, 1.5216, 0.1973], [0.3082, -0.4750, -0.0329], [0.8995, -1.3099, -1.0808], [1.3201, -1.3794, 0.2913], [-0.9901, -0.5723, 0.5575], [-1.9935, -0.1185, 1.0658], [0.4079, 1.3889, 1.2795], [-0.4535, 1.6343, -0.5161], [1.0709, 2.3492, -0.0244], [1.5777, -0.7922, -1.7541], [0.4416, -2.2237, -1.4683], [-2.9551, -0.0231, 1.4852]], "atomic_forces_ev_per_a": [[1.027, -2.152, -0.721], [0.452, 2.186, -0.063], [0.048, 0.269, -0.132], [0.137, 0.446, -0.055], [-0.588, 0.773, 0.331], [0.575, -1.275, -0.420], [-1.361, 0.419, -0.289], [-0.528, 0.155, 1.331], [0.626, -1.259, -0.482], [0.113, -0.217, 0.065], [-0.105, 0.373, 0.213], [-0.397, 0.282, 0.220]], "relative_energy_kj_mol": 527.3, "total_energy_ev": -7323.81995, "homo_energy_ev": -9.42, "charge": 0, "orbital_gap_ev": 10.347}

---

{"formula": "C5H6O", "method": "ωB97M-V/def2-TZVPD", "symbols": ["C", "C", "C", "O", "C", "C", "H", "H", "H", "H", "H", "H"], "coordinates": [[0.8784, -1.3831, -0.5860], [0.2006, -0.1621, -0.0147], [-0.4301, 0.8525, -0.7784], [-1.1676, 1.5917, -0.0047], [-0.3316, -0.0602, 1.4164], [-1.0871, 1.0758, 1.2909], [1.3781, -1.9153, 0.2261], [0.1365, -2.0609, -1.0176], [1.6137, -1.1416, -1.3605], [0.9127, 0.4498, 0.6694], [-0.4050, 1.1208, -1.8267], [-1.6986, 1.6326, 1.9857]], "atomic_forces_ev_per_a": [[0.031, -0.055, 0.009], [-0.099, -0.150, -0.304], [0.126, -0.061, 0.120], [0.067, -0.043, -0.071], [-0.217, 0.286, -0.121], [-0.013, -0.144, 0.304], [-0.042, 0.064, -0.121], [0.079, 0.097, 0.072], [-0.118, 0.006, 0.113], [0.074, 0.137, -0.024], [0.030, -0.068, 0.105], [0.082, -0.068, -0.082]], "relative_energy_kj_mol": 399.9, "total_energy_ev": -7325.13976, "homo_energy_ev": -8.41, "charge": 0, "orbital_gap_ev": 8.654}

---

{"formula": "C5H6O", "method": "ωB97M-V/def2-TZVPD", "symbols": ["C", "C", "C", "C", "C", "O", "H", "H", "H", "H", "H", "H"], "coordinates": [[0.1728, -0.2576, -0.6921], [0.2470, -0.5292, -1.9586], [-3.8103, 0.1498, 1.1820], [0.1160, 0.8029, 0.3878], [-0.0925, -0.6275, 0.6938], [-4.8153, -0.1789, 1.5915], [-0.0012, -1.4530, -2.4589], [0.4673, 0.2707, -2.6713], [-1.0293, -0.8685, 1.2267], [1.1076, 1.1599, 0.4669], [-0.6375, 1.5721, 0.3018], [0.6656, -1.1226, 1.2832]], "atomic_forces_ev_per_a": [[-1.534, 0.342, 1.722], [-0.062, 0.551, -1.634], [-1.059, -0.337, 0.436], [1.164, 0.290, -2.305], [-0.859, -1.036, 1.855], [1.060, 0.346, -0.440], [0.254, -0.480, 0.457], [-0.045, -0.053, 0.274], [-0.028, -0.104, -1.254], [0.862, 0.744, 0.866], [-0.325, -0.284, 0.255], [0.573, 0.021, -0.230]], "relative_energy_kj_mol": 235.2, "total_energy_ev": -7326.84666, "homo_energy_ev": -9.63, "charge": 0, "orbital_gap_ev": 10.782}

---

{"formula": "C5H6O", "method": "ωB97M-V/def2-TZVPD", "symbols": ["O", "C", "C", "C", "C", "C", "H", "H", "H", "H", "H", "H"], "coordinates": [[-0.9772, -1.1301, -1.9884], [-0.3809, -0.6325, -1.0535], [0.3392, -1.3282, 0.0418], [0.5597, -0.4907, 1.0576], [0.0809, 0.9102, 0.7697], [-0.4229, 0.8066, -0.6607], [0.5628, -2.3839, -0.0053], [1.0237, -0.7539, 2.0034], [0.8669, 1.6615, 0.8820], [-0.7059, 1.2059, 1.4860], [-1.3314, 1.3640, -0.9050], [0.3850, 0.7711, -1.6276]], "atomic_forces_ev_per_a": [[0.706, -0.068, 0.040], [-2.592, -1.153, 1.101], [0.430, -0.109, 0.051], [0.106, -0.073, -0.126], [0.427, 0.156, -0.244], [1.495, -0.326, -2.599], [0.053, 0.004, 0.061], [-0.083, -0.022, -0.127], [0.088, -0.138, 0.104], [0.072, -0.136, -0.449], [0.413, -0.252, -0.313], [-1.116, 2.117, 2.501]], "relative_energy_kj_mol": 105.2, "smiles": "O=C1C=CCC1", "total_energy_ev": -7328.19389, "homo_energy_ev": -9.33, "charge": 0, "orbital_gap_ev": 10.154}

---

{"formula": "C5H6O", "method": "ωB97M-V/def2-TZVPD", "symbols": ["C", "C", "C", "C", "C", "O", "H", "H", "H", "H", "H", "H"], "coordinates": [[-2.3217, 0.2377, -0.4691], [-0.9615, 0.1535, -0.9466], [0.2251, -0.0692, -1.0697], [1.1221, -0.6829, -0.0920], [2.0729, 0.2114, 0.6547], [0.9411, -1.8380, 0.2214], [-2.8787, 1.0932, -0.8429], [-2.8503, -0.6945, -0.6734], [-2.2225, 0.3422, 0.6180], [2.3868, 1.0872, 0.0827], [1.5580, 0.5524, 1.5615], [2.9286, -0.3931, 0.9555]], "atomic_forces_ev_per_a": [[-0.241, 0.021, 0.008], [0.493, 0.113, -0.054], [-0.723, 0.006, 0.214], [0.065, -0.377, 0.238], [0.203, 0.000, 0.021], [0.505, 0.151, -0.138], [-0.037, -0.007, -0.074], [-0.104, 0.147, -0.047], [-0.194, 0.016, -0.091], [-0.068, -0.167, 0.024], [0.084, -0.039, -0.152], [0.018, 0.137, 0.051]], "relative_energy_kj_mol": 211.1, "smiles": "CC#CC(C)=O", "total_energy_ev": -7327.09622, "homo_energy_ev": -9.76, "charge": 0, "orbital_gap_ev": 10.554}

---

{"formula": "C5H6O", "method": "ωB97M-V/def2-TZVPD", "symbols": ["C", "C", "C", "C", "C", "O", "H", "H", "H", "H", "H", "H"], "coordinates": [[2.3349, 0.8721, -0.4969], [1.3673, 0.2583, -0.1165], [0.2886, -0.4794, 0.5139], [-0.8470, -1.1130, -0.2812], [-1.1083, 0.1271, 0.5028], [-1.3796, 1.3335, -0.1325], [3.1729, 1.4231, -0.8759], [0.5969, -1.0255, 1.4069], [-0.8274, -1.0414, -1.3656], [-1.2352, -2.0473, 0.1134], [-1.7022, 0.0526, 1.4120], [-0.6153, 1.6194, -0.6525]], "atomic_forces_ev_per_a": [[-0.489, -0.112, -0.101], [0.396, 0.009, 0.127], [0.065, 0.170, 0.047], [-0.045, -0.119, -0.101], [-0.107, -0.143, 0.156], [0.209, 0.108, -0.121], [-0.267, -0.196, 0.130], [-0.105, 0.268, -0.187], [0.050, 0.084, 0.208], [0.090, 0.106, -0.120], [0.217, -0.077, -0.161], [-0.013, -0.097, 0.123]], "relative_energy_kj_mol": 248.8, "smiles": "C#C[C@@H]1C[C@@H]1O", "total_energy_ev": -7326.70597, "homo_energy_ev": -9.55, "charge": 0, "orbital_gap_ev": 10.547}

---

{"formula": "C5H6O", "method": "ωB97M-V/def2-TZVPD", "symbols": ["C", "C", "O", "C", "C", "C", "H", "H", "H", "H", "H", "H"], "coordinates": [[2.3907, 1.0602, -0.0602], [1.3710, 0.2415, 0.1546], [1.3986, -1.1660, -0.3018], [0.0170, 0.5591, 0.3741], [-0.9766, -0.0925, 0.0400], [-2.3992, -0.3653, -0.0515], [2.2352, 2.1231, 0.0122], [3.3942, 0.6895, -0.1719], [0.8996, -1.8103, 0.2135], [-2.9506, 0.5595, 0.1223], [-2.6648, -0.7240, -1.0467], [-2.7151, -1.0747, 0.7153]], "atomic_forces_ev_per_a": [[0.196, -0.465, 0.746], [0.382, -2.239, -1.493], [2.120, 1.622, 0.290], [-1.486, -1.720, -0.907], [-0.854, 2.585, 1.485], [-0.235, -0.378, -0.232], [-0.025, 0.077, 0.237], [0.082, -0.102, -0.484], [-0.140, 0.833, 0.476], [0.086, 0.054, -0.038], [-0.099, -0.144, 0.100], [-0.028, -0.123, -0.179]], "relative_energy_kj_mol": 328.5, "smiles": "C=C(O)C#CC", "total_energy_ev": -7325.88022, "homo_energy_ev": -8.87, "charge": 0, "orbital_gap_ev": 9.310}

---

{"formula": "C5H6O", "method": "ωB97M-V/def2-TZVPD", "symbols": ["C", "C", "C", "C", "C", "O", "H", "H", "H", "H", "H", "H"], "coordinates": [[2.5454, -0.2840, 0.2009], [1.1266, 0.0692, 0.1744], [-0.0381, 0.3765, 0.1521], [-1.4695, 0.6759, 0.1070], [-2.2668, -0.4747, -0.4865], [-3.3963, -0.7364, -0.1602], [2.8733, -0.4987, 1.2232], [3.1529, 0.5385, -0.1898], [2.7376, -1.1709, -0.4119], [-1.6508, 1.5587, -0.5237], [-1.8756, 0.9033, 1.0980], [-1.7380, -1.0591, -1.2696]], "atomic_forces_ev_per_a": [[0.087, -0.008, 0.008], [-0.508, 0.129, -0.035], [0.501, -0.148, 0.038], [-0.010, 0.075, 0.075], [-0.377, -0.078, -0.004], [0.484, 0.105, -0.115], [-0.050, 0.037, -0.161], [-0.073, -0.128, 0.064], [-0.045, 0.143, 0.098], [0.012, -0.145, 0.056], [0.062, -0.036, -0.131], [-0.082, 0.055, 0.106]], "relative_energy_kj_mol": 157.2, "smiles": "CC#CCC=O", "total_energy_ev": -7327.65493, "homo_energy_ev": -9.65, "charge": 0, "orbital_gap_ev": 10.522}

---

What did the first record say?
{"formula": "C5H6O", "method": "ωB97M-V/def2-TZVPD", "symbols": ["O", "C", "C", "C", "C", "C", "H", "H", "H", "H", "H", "H"], "coordinates": [[-1.9867, -1.8543, 0.1491], [-1.0714, -1.0231, 0.0239], [-1.7523, 0.0714, -0.5505], [0.7364, 1.2122, -0.2390], [1.1852, -0.1620, 0.1647], [0.3535, -1.2003, 0.3045], [-2.2378, 0.7105, 0.2000], [-0.1636, 1.1726, -0.8803], [1.5045, 1.7395, -0.8102], [0.5036, 1.8180, 0.6455], [2.2460, -0.2989, 0.3684], [0.6824, -2.1854, 0.6240]], "atomic_forces_ev_per_a": [[0.120, 0.147, -0.018], [-0.056, 0.093, -0.029], [-0.004, -0.170, 0.121], [0.012, -0.008, 0.020], [-0.113, -0.102, 0.028], [0.089, 0.145, -0.036], [0.041, -0.127, -0.028], [0.107, 0.040, 0.053], [-0.053, -0.078, 0.086], [0.050, -0.086, -0.133], [-0.149, 0.002, -0.021], [-0.042, 0.144, -0.043]], "relative_energy_kj_mol": 393.3, "total_energy_ev": -7325.20816, "homo_energy_ev": -9.35, "charge": 0, "orbital_gap_ev": 9.120}